Record 1
Here is one molecule with the formula C21H27N3O5 from the OMol25 dataset. Energies are from wB97M-V/def2-TZVPD.

```
56
Properties=species:S:1:pos:R:3
C -4.09 -4.88 -2.02
C -3.50 -4.12 -0.84
O -3.65 -2.71 -0.99
C -2.74 -2.08 -1.76
O -1.82 -2.67 -2.28
C -2.96 -0.65 -1.90
C -4.03 0.05 -1.47
C -5.18 -0.50 -0.70
N -4.11 1.39 -1.75
C -3.33 2.04 -2.71
O -3.60 3.17 -3.07
N -2.34 1.29 -3.22
C -1.83 0.08 -2.61
C -0.71 0.36 -1.62
C -0.73 1.47 -0.79
C 0.28 1.70 0.12
C 1.35 0.82 0.21
O 2.40 0.94 1.07
C 2.44 2.06 1.93
C 3.76 2.07 2.71
O 4.48 3.05 2.68
N 4.05 0.98 3.45
C 3.30 -0.25 3.53
C 4.06 -1.36 2.81
C 5.45 -1.52 3.42
C 6.19 -0.19 3.40
C 5.35 0.89 4.09
C 1.37 -0.31 -0.61
C 0.36 -0.53 -1.52
H -5.14 -4.62 -2.14
H -3.55 -4.63 -2.92
H -4.00 -5.95 -1.84
H -4.02 -4.36 0.09
H -2.43 -4.35 -0.74
H -5.93 0.27 -0.51
H -5.64 -1.32 -1.24
H -4.84 -0.90 0.26
H -4.91 1.92 -1.44
H -1.73 1.76 -3.87
H -1.44 -0.57 -3.40
H -1.55 2.17 -0.86
H 0.23 2.58 0.74
H 2.41 3.00 1.36
H 1.60 2.05 2.64
H 2.31 -0.13 3.10
H 3.19 -0.51 4.59
H 3.50 -2.29 2.88
H 4.15 -1.10 1.75
H 6.02 -2.28 2.88
H 5.35 -1.86 4.46
H 7.15 -0.27 3.89
H 6.36 0.11 2.36
H 5.83 1.87 4.01
H 5.21 0.64 5.14
H 2.20 -0.99 -0.53
H 0.38 -1.41 -2.15
```

Summary:
- E_HOMO (eV) = -8.5
- net charge = 0
- strongest force on any atom (eV Å⁻¹) = 0.7
- multiplicity = 1
- SMILES string = CCOC(=O)C1=C(C)NC(=O)N[C@H]1c1ccc(OCC(=O)N2CCCCC2)cc1
- frontier orbital gap (eV) = 9.04


Record 2
Here is one molecule with the formula C12H13NO in a non-equilibrium geometry from the OMol25 dataset. Energies are from wB97M-V/def2-TZVPD.

```
27
Properties=species:S:1:pos:R:3
C -2.82 -0.71 1.04
C -1.67 -1.60 1.10
C 0.72 -1.85 0.51
C -2.72 0.40 0.27
C 1.70 -0.91 0.53
C -0.60 -1.37 0.22
C -0.55 1.69 -0.06
C -1.59 0.63 -0.66
C 1.69 0.52 0.40
C -0.78 -0.61 -0.93
C 3.01 1.23 0.61
C -0.12 -0.82 -2.23
N 0.69 1.51 0.46
O -0.91 2.88 -0.05
H -3.69 -0.76 1.77
H -1.61 -2.40 1.82
H 0.92 -2.79 0.94
H -3.51 1.22 0.38
H 2.63 -1.37 0.86
H -1.85 0.91 -1.59
H 3.17 2.14 -0.07
H 3.93 0.72 0.57
H 2.93 1.57 1.62
H 0.24 -1.86 -2.43
H 0.68 -0.24 -2.71
H -0.93 -0.64 -2.99
H 1.05 2.48 0.63
```

Summary:
- E_HOMO (spin up / spin down) (eV) = -6.8 / -6.9
- net charge = 0
- strongest force on any atom (eV Å⁻¹) = 4.6
- multiplicity = 1
- frontier orbital gap (spin up / spin down) (eV) = 6.47 / 6.28


Record 3
Here is a 5-piece molecular cluster, C20H50O14PS4 overall in a non-equilibrium geometry from the OMol25 dataset. Energies are from wB97M-V/def2-TZVPD.

```
89
Properties=species:S:1:pos:R:3
C 3.21 -0.39 1.67
C 1.90 0.17 2.22
C 1.22 1.16 1.25
C 0.53 2.32 1.97
C -0.70 2.89 1.24
P -1.99 1.65 1.07
C -3.48 1.96 2.10
O -3.80 0.85 2.90
C -4.14 -0.33 2.28
C -4.80 -0.26 0.94
O -3.86 -1.36 2.84
H 3.93 0.40 1.48
H 3.65 -1.06 2.40
H 3.03 -0.97 0.77
H 2.13 0.72 3.14
H 1.21 -0.64 2.45
H 0.52 0.59 0.63
H 1.98 1.54 0.56
H 0.21 1.99 2.96
H 1.25 3.13 2.11
H -0.44 3.23 0.24
H -1.13 3.74 1.78
H -2.41 1.56 -0.25
H -1.50 0.39 1.44
H -4.30 2.32 1.48
H -3.22 2.78 2.78
H -5.42 0.61 0.78
H -5.39 -1.17 0.83
H -4.04 -0.29 0.15
O 6.72 0.43 3.75
S 7.53 -0.11 4.79
O 7.94 -1.48 4.74
O 6.83 0.18 6.19
C 5.46 -0.26 6.35
C 5.34 -1.76 6.55
C 8.95 0.90 5.04
H 4.87 0.08 5.51
H 5.12 0.26 7.24
H 5.64 -2.31 5.65
H 4.31 -2.02 6.77
H 5.98 -2.09 7.37
H 8.63 1.94 5.10
H 9.59 0.75 4.17
H 9.45 0.58 5.94
O -5.29 3.69 0.03
S -5.19 5.10 -0.29
O -4.56 5.96 0.66
O -6.61 5.64 -0.70
C -7.72 5.46 0.22
C -7.67 6.39 1.41
C -4.42 5.30 -1.85
H -7.76 4.41 0.52
H -8.60 5.66 -0.39
H -6.82 6.17 2.06
H -8.58 6.28 2.00
H -7.58 7.42 1.09
H -4.90 4.65 -2.57
H -3.37 5.03 -1.73
H -4.50 6.34 -2.14
O 1.34 -4.90 -0.63
S 1.19 -3.54 -1.04
O 1.77 -2.49 -0.24
O -0.36 -3.24 -1.22
C -1.24 -3.60 -0.13
C -1.07 -2.71 1.09
C 1.67 -3.33 -2.71
H -1.08 -4.65 0.13
H -2.24 -3.52 -0.54
H -0.08 -2.83 1.53
H -1.82 -2.95 1.84
H -1.17 -1.66 0.80
H 1.20 -4.10 -3.32
H 2.75 -3.44 -2.74
H 1.38 -2.34 -3.04
O -0.53 -5.08 -7.42
S 0.85 -4.73 -7.30
O 1.30 -4.03 -6.13
O 1.29 -3.92 -8.60
C 0.50 -2.77 -8.98
C 0.73 -1.57 -8.09
C 1.87 -6.14 -7.56
H -0.56 -3.06 -9.00
H 0.81 -2.56 -10.00
H 0.39 -1.74 -7.07
H 0.19 -0.71 -8.49
H 1.79 -1.33 -8.04
H 1.54 -6.65 -8.46
H 1.74 -6.78 -6.69
H 2.90 -5.81 -7.64
```

Summary:
- E_HOMO (eV) = -12.1
- net charge = +1
- strongest force on any atom (eV Å⁻¹) = 1.3
- multiplicity = 1
- frontier orbital gap (eV) = 9.40


Record 4
Here is a 2-piece molecular cluster, C25H31N2O5S overall in a non-equilibrium geometry from the OMol25 dataset. Energies are from wB97M-V/def2-TZVPD.

```
64
Properties=species:S:1:pos:R:3
C -2.33 -1.61 -4.83
C -2.06 -0.04 -4.91
O -2.90 0.72 -4.35
O -0.99 0.59 -5.61
C -0.01 0.96 -4.60
C 0.02 2.52 -4.23
C 1.48 3.15 -4.03
N 2.00 3.04 -2.63
C 2.24 1.67 -2.16
C 2.77 1.35 -0.72
C 2.97 -0.15 -0.22
C 1.56 -0.69 0.30
C 1.52 -2.13 0.95
C 0.15 -2.70 1.44
C -1.21 -1.95 1.31
C -1.17 -0.52 0.70
C 0.21 0.07 0.21
C 3.07 2.53 0.23
C 2.80 3.98 -0.35
C 3.16 5.18 0.68
C 2.05 6.23 0.84
C 2.36 7.39 1.87
C 3.77 7.22 2.51
C 4.77 6.08 2.21
N 4.44 5.07 1.26
C 2.25 4.20 -1.77
H -1.50 -2.26 -5.28
H -2.46 -1.95 -3.73
H -3.31 -1.94 -5.35
H -0.31 0.39 -3.64
H 1.04 0.53 -4.87
H -0.68 2.67 -3.33
H -0.47 3.08 -5.12
H 1.39 4.28 -4.24
H 2.19 2.71 -4.81
H 2.04 0.75 -2.82
H 3.49 -0.84 -0.97
H 3.69 -0.09 0.69
H 2.50 -2.71 1.04
H 0.14 -3.74 1.92
H -2.22 -2.36 1.62
H -2.11 0.13 0.59
H 0.15 1.12 -0.23
H 3.47 2.39 1.29
H 1.03 6.18 0.30
H 1.64 8.24 2.10
H 4.09 8.00 3.29
H 5.79 6.01 2.74
H 2.05 5.26 -2.18
O -1.95 -6.95 3.12
S -3.15 -6.24 2.78
O -3.11 -4.91 2.23
O -4.15 -6.24 4.06
C -3.65 -5.78 5.31
C -3.61 -4.26 5.38
C -4.14 -7.26 1.73
H -2.66 -6.21 5.52
H -4.33 -6.15 6.08
H -2.86 -3.86 4.69
H -3.36 -3.93 6.38
H -4.58 -3.84 5.09
H -4.23 -8.25 2.18
H -3.64 -7.33 0.76
H -5.12 -6.79 1.61
```

Summary:
- E_HOMO (eV) = -11.0
- net charge = +1
- strongest force on any atom (eV Å⁻¹) = 5.9
- multiplicity = 1
- frontier orbital gap (eV) = 6.72


Record 5
Here is one molecule with the formula C9H11NS in a non-equilibrium geometry from the OMol25 dataset. Energies are from wB97M-V/def2-TZVPD.

```
22
Properties=species:S:1:pos:R:3
C -2.47 1.19 -0.74
C -1.50 0.78 0.36
C -0.18 1.55 0.38
C 0.90 0.52 0.27
C 2.26 0.66 0.01
C 2.98 -0.51 -0.22
C 2.42 -1.73 -0.15
C 1.02 -1.95 0.09
C 0.27 -0.74 0.27
N -1.16 -0.61 0.35
S -2.25 -1.89 -0.06
H -2.16 0.96 -1.78
H -2.68 2.37 -0.59
H -3.41 0.71 -0.38
H -2.14 0.83 1.25
H -0.12 2.36 1.11
H -0.07 2.14 -0.58
H 2.72 1.75 0.06
H 4.00 -0.33 -0.27
H 3.04 -2.49 -0.66
H 0.65 -2.88 0.12
H -2.12 -2.68 1.15
```

Summary:
- E_HOMO (eV) = -7.6
- net charge = 0
- strongest force on any atom (eV Å⁻¹) = 5.6
- multiplicity = 1
- SMILES string = C[C@@H]1Cc2ccccc2N1S
- frontier orbital gap (eV) = 8.33


Record 6
Here is a 5-piece molecular cluster, H9O4S overall in a non-equilibrium geometry from the OMol25 dataset. Energies are from wB97M-V/def2-TZVPD.

```
14
Properties=species:S:1:pos:R:3
S 0.50 0.04 0.44
H 1.75 0.40 0.81
H -1.81 -0.41 -2.04
H -1.95 -0.46 -0.55
O -2.23 -0.92 -1.35
H 3.55 -0.48 -0.52
H 2.73 -1.67 -1.04
O 3.64 -1.31 -0.96
H -1.28 -0.69 1.86
H -1.91 -1.90 1.21
O -2.04 -1.31 1.95
H -0.72 3.44 0.46
H -0.02 2.17 -0.02
O -0.20 3.10 -0.25
```

Summary:
- E_HOMO (eV) = -4.1
- net charge = -1
- strongest force on any atom (eV Å⁻¹) = 1.5
- multiplicity = 1
- frontier orbital gap (eV) = 8.02


Record 7
Here is C68H56N11O2S2Ti as an isolated structure in a non-equilibrium geometry from the OMol25 dataset. Energies are from wB97M-V/def2-TZVPD.

```
140
Properties=species:S:1:pos:R:3
Ti 0.18 0.85 0.13
S 3.36 -5.36 2.96
C 2.38 -6.13 4.12
C 1.15 -5.55 4.21
C 1.01 -4.45 3.34
C 2.12 -4.21 2.58
C 2.33 -3.19 1.56
C 1.40 -2.15 1.35
N 1.54 -1.19 0.47
C 2.66 -1.17 -0.28
C 3.66 -2.15 -0.17
C 4.85 -2.06 -0.95
C 5.01 -1.05 -1.83
C 4.00 -0.04 -2.00
C 4.15 1.01 -2.91
C 3.17 1.99 -2.99
C 2.07 1.86 -2.13
N 1.90 0.88 -1.27
C 2.84 -0.09 -1.20
C 3.29 3.12 -3.89
C 4.10 3.25 -4.99
C 3.95 4.49 -5.64
C 3.04 5.30 -5.03
S 2.35 4.56 -3.65
C 3.46 -3.18 0.76
H 2.76 -6.98 4.66
H 0.38 -5.90 4.88
H 0.10 -3.86 3.27
H 0.52 -2.10 1.98
H 5.62 -2.80 -0.81
H 5.92 -0.97 -2.42
H 5.03 1.06 -3.53
H 1.30 2.63 -2.14
H 4.77 2.48 -5.34
H 4.49 4.77 -6.54
H 2.73 6.29 -5.31
H 4.21 -3.95 0.86
C -4.47 -6.81 -0.15
O -4.02 -7.19 -1.44
C -3.97 -6.23 -2.39
C -4.34 -4.90 -2.20
C -4.18 -3.98 -3.22
C -3.70 -4.38 -4.47
C -3.41 -5.73 -4.68
C -3.52 -6.64 -3.65
N -3.62 -3.50 -5.57
N -3.26 -2.32 -5.48
C -2.65 -1.75 -4.34
C -3.22 -0.64 -3.77
C -2.62 0.00 -2.68
C -1.40 -0.40 -2.18
O -0.80 0.24 -1.18
C -0.77 -1.54 -2.78
N 0.44 -1.92 -2.29
C 1.03 -2.96 -2.82
C 0.51 -3.68 -3.91
C -0.70 -3.30 -4.43
C -1.40 -2.22 -3.85
H -4.33 -7.68 0.48
H -5.53 -6.53 -0.16
H -3.89 -5.97 0.24
H -4.75 -4.56 -1.26
H -4.50 -2.96 -3.07
H -3.08 -6.05 -5.66
H -3.27 -7.68 -3.79
H -4.17 -0.28 -4.14
H -3.11 0.86 -2.24
H 1.98 -3.24 -2.39
H 1.07 -4.50 -4.33
H -1.11 -3.81 -5.29
C 2.63 0.13 4.00
C 1.64 0.18 4.97
C 0.36 0.51 4.59
C 0.09 0.75 3.24
N 1.04 0.68 2.30
C 2.28 0.39 2.69
C -1.27 1.04 2.76
C -2.29 1.49 3.59
C -3.55 1.68 3.07
C -3.77 1.36 1.74
C -2.70 0.94 0.97
N -1.46 0.84 1.44
H 3.65 -0.11 4.25
H 1.87 -0.04 6.01
H -0.43 0.55 5.32
H 3.04 0.37 1.93
H -2.09 1.71 4.63
H -4.35 2.07 3.69
H -4.76 1.44 1.30
H -2.84 0.65 -0.06
N -7.97 -5.64 5.68
C -7.08 -5.27 5.06
C -5.97 -4.82 4.27
C -5.06 -5.73 3.74
C -4.01 -5.30 2.96
C -3.86 -3.94 2.67
C -4.76 -3.03 3.23
C -5.80 -3.46 4.02
N -2.83 -3.50 1.82
C -1.90 -4.27 1.14
C -1.15 -3.41 0.40
N -1.58 -2.12 0.60
C -2.57 -2.21 1.44
H -5.19 -6.79 3.95
H -3.32 -6.02 2.56
H -4.65 -1.97 3.04
H -6.50 -2.74 4.43
H -1.82 -5.34 1.24
H -0.34 -3.64 -0.27
H -3.15 -1.38 1.80
C -1.21 3.03 -2.98
C -1.68 4.05 -1.94
C -2.69 3.46 -0.96
C -0.50 4.65 -1.19
C -0.25 5.98 -1.50
C 0.76 6.70 -0.89
C 1.50 6.07 0.08
C 1.30 4.75 0.44
C 2.19 4.26 1.57
C 3.14 3.16 1.08
C 1.34 3.87 2.78
C 0.30 3.94 -0.22
N 0.13 2.61 0.07
H -2.03 2.73 -3.63
H -0.81 2.15 -2.48
H -0.43 3.47 -3.61
H -2.16 4.87 -2.48
H -2.17 2.73 -0.35
H -3.52 2.98 -1.48
H -3.09 4.24 -0.31
H -0.87 6.47 -2.23
H 0.93 7.74 -1.15
H 2.27 6.64 0.60
H 2.83 5.09 1.87
H 2.57 2.27 0.82
H 3.88 2.92 1.84
H 3.66 3.50 0.18
H 0.54 3.21 2.47
H 0.89 4.77 3.20
H 1.94 3.39 3.55
```

Summary:
- E_HOMO (eV) = -9.3
- net charge = +1
- strongest force on any atom (eV Å⁻¹) = 3.3
- multiplicity = 1
- frontier orbital gap (eV) = 6.16


Record 8
Here is a 3-piece molecular cluster, CHClFN overall in a non-equilibrium geometry from the OMol25 dataset. Energies are from wB97M-V/def2-TZVPD.

```
5
Properties=species:S:1:pos:R:3
C -0.96 1.59 0.01
N -0.54 0.53 0.04
F -1.08 2.81 0.03
Cl -3.13 -0.75 0.00
H -3.29 -2.32 -0.92
```

Summary:
- E_HOMO (eV) = -10.8
- net charge = 0
- strongest force on any atom (eV Å⁻¹) = 5.2
- multiplicity = 1
- frontier orbital gap (eV) = 9.42